Record 1
Computed, not measured: a single C15H30N6O3 molecule, with ωB97M-V with the def2-TZVPD basis set.

Calculated values
energy relative to the best compared isomer or geometry (same formula, charge and spin)	0.0	kcal/mol
structure (SMILES)	CC(C)CNC(=O)N[C@@H]1[C@@H](NC(=O)NCC(C)C)N(C)C(=O)N1C
highest occupied orbital energy	-0.332	hartree

Geometry as XYZ:
```
54
Properties=species:S:1:pos:R:3:nbo_charge:R:1
C -0.36333 -3.46235 0.13568 0.79
H -7.25709 1.17356 -1.07917 0.22
H 4.22826 1.59738 2.17893 0.20
H 7.11305 2.32351 -0.15678 0.20
H -3.46627 0.57521 -1.65560 0.39
O -0.56223 -4.65078 0.23725 -0.65
H 6.06550 3.74024 -0.24949 0.21
H -6.50031 0.79463 1.37196 0.21
H 1.46439 -3.21873 -2.53443 0.20
H -4.90534 1.37467 1.86720 0.22
C 5.12945 0.41596 -0.21219 -0.22
H 5.99489 1.65607 2.09457 0.20
H 0.64293 -0.87367 -1.41594 0.24
N 0.52517 -2.85583 -0.71410 -0.46
H -5.94116 2.85166 0.13464 0.20
H 3.96779 -0.51892 1.26416 0.38
H 1.20334 -4.62984 -1.47133 0.24
H -5.04273 0.00249 0.77326 0.20
C 6.14302 2.68367 -0.49371 -0.60
H 6.05938 -0.00825 0.17687 0.19
H -5.79923 0.35284 -1.61888 0.19
C 1.48420 -3.57870 -1.50432 -0.41
C -5.47840 0.96303 1.04064 -0.61
H -3.51355 2.75667 0.31355 0.24
N -1.69555 -0.55039 -0.38836 -0.65
C 0.62662 -1.43799 -0.47458 0.11
C -6.21121 1.32012 -1.33797 -0.61
H -1.96569 -2.20179 2.66462 0.20
O -1.95512 1.18749 1.04573 -0.67
H 5.04602 3.13522 1.94671 0.22
C -4.00583 2.27125 -0.53173 -0.22
H -3.03843 -2.33438 1.25459 0.19
H -4.00598 2.95696 -1.38558 0.19
O 2.78942 -0.14536 -1.62469 -0.66
N 4.02744 -0.38970 0.26669 -0.63
C 2.88487 -0.49664 -0.46877 0.79
C -2.27173 0.63488 0.01376 0.79
C -5.45257 1.91448 -0.15230 -0.22
H -0.43921 -0.46350 1.20109 0.24
H 5.12283 0.32825 -1.30051 0.23
C -2.11361 -2.70331 1.70673 -0.41
H 6.09106 2.57625 -1.57409 0.21
C 5.07493 2.07820 1.69351 -0.61
H 2.00107 -1.51323 1.10568 0.39
N -0.98206 -2.46971 0.85181 -0.46
H -2.18872 -3.77864 1.85756 0.24
H -6.16237 1.98321 -2.19924 0.21
C 5.02079 1.89785 0.17797 -0.23
C -0.63584 -1.15574 0.37189 0.10
H -1.94457 -0.97354 -1.26730 0.39
N -3.19572 1.12111 -0.85475 -0.64
N 1.83103 -1.06387 0.21953 -0.65
H 2.49796 -3.46053 -1.11104 0.19
H 4.05844 2.26853 -0.18977 0.21
```

=====

Record 2
Computed, not measured: a molecular structure, C15H30NO3Rb in a non-equilibrium geometry, with ωB97M-V with the def2-TZVPD basis set.

Calculated values
energy relative to the best compared isomer or geometry (same formula, charge and spin)	20.5	kcal/mol
highest occupied orbital energy	-0.170	hartree

Geometry as XYZ:
```
50
Properties=species:S:1:pos:R:3:nbo_charge:R:1
H -3.86727 -6.66331 -8.00953 0.19
C -2.70407 -5.94925 -11.15193 -0.65
H -1.19116 -6.45101 -9.20316 0.20
H -4.22495 -0.62738 -1.67531 0.23
H -3.45473 -7.68984 -9.44157 0.20
H -1.18116 -4.67897 -9.04146 0.22
H 1.89050 -5.62746 -5.53315 0.25
H -2.20039 -6.91189 -11.25902 0.19
C 1.81617 -4.57001 -5.27222 -0.72
C -1.77720 -5.57942 -8.90321 -0.60
H -2.04376 -5.19212 -11.57788 0.24
H -1.55446 -0.41692 -3.20134 0.24
C 0.69081 -4.71315 -2.89646 -0.72
H -5.42216 -7.06788 -10.58533 0.20
C -5.16415 -4.21894 -9.83742 0.11
C -5.69033 -2.97703 -9.07653 -0.59
H 2.71600 -4.22961 -4.77008 0.23
H -1.89841 -1.18219 -1.59672 0.22
H -6.60865 -3.85150 -11.42701 0.19
C 0.57081 -4.45918 -4.40221 0.62
H -5.19780 -1.34050 -3.10147 0.25
H -5.39149 -4.99503 -11.88996 0.19
C -4.42670 -1.45942 -2.33823 -0.73
H -6.95963 -5.36723 -9.71799 0.20
Rb -2.29277 -3.05070 -6.87881 0.96
H 0.36556 -5.74649 -2.78527 0.25
H -1.87708 -5.59621 -7.80964 0.16
H -6.75617 -2.90414 -9.32027 0.19
C -3.08744 -5.60977 -9.68496 0.10
C -3.90363 -6.75435 -9.09961 -0.40
H -1.11216 -2.08339 -2.92914 0.23
C -1.85006 -1.32438 -2.67346 -0.73
H 0.08872 -3.99435 -2.34943 0.23
C -5.37952 -6.77373 -9.53568 -0.39
O -2.98706 -3.25065 -10.10694 -0.86
H 1.71887 -4.61718 -2.54896 0.22
H -5.67676 -3.15844 -7.99582 0.18
C -3.20793 -1.79417 -3.18425 0.63
O -0.52420 -4.34852 -4.90343 -0.59
H -5.89256 -7.50338 -8.90737 0.20
C -5.54264 -4.07862 -11.31814 -0.64
H -6.17291 -5.35897 -8.17963 0.19
H -4.69326 -2.33778 -1.74857 0.25
O -3.28379 -2.42748 -4.20815 -0.59
H -4.99362 -3.24730 -11.75960 0.24
H -3.61295 -5.89779 -11.75354 0.20
C -5.96577 -5.39662 -9.25332 -0.40
H 1.61359 -4.01659 -6.18703 0.24
H -5.13334 -2.06465 -9.27205 0.23
N -3.74074 -4.30652 -9.56637 -0.26
```

=====

Record 3
Computed, not measured: 2 unconnected molecules or ions with the total composition C15H30NO6 in a non-equilibrium geometry, with ωB97M-V with the def2-TZVPD basis set.

Calculated values
total charge	-1
highest occupied orbital energy	-0.146	hartree

Geometry as XYZ:
```
52
Properties=species:S:1:pos:R:3:nbo_charge:R:1
H -1.01070 -4.86822 1.19397 0.19
H -1.41151 -3.74267 -3.44837 0.21
H 0.18828 1.00542 0.43296 0.20
H -1.03446 -3.19734 1.93834 0.21
C -2.98814 1.02769 -1.09414 -0.63
H 1.58561 2.19284 2.31987 0.21
O 3.40695 1.12074 0.58419 -0.78
H -0.56343 -1.23611 -0.79211 0.18
H -1.12389 -2.11721 -2.65094 0.21
H 0.59329 -5.38672 -1.87356 0.21
H -1.10759 6.17161 4.20667 0.19
C -0.47305 -5.45910 -1.43290 -0.63
H 2.46829 -1.33105 -2.25647 0.39
O 1.82440 4.23928 2.63367 -0.49
H 0.10579 1.99966 -2.52103 0.21
H -1.98582 -3.84796 -0.76989 0.20
C -0.91911 -3.90762 -1.18789 -0.20
H 0.34197 -3.24253 -2.91080 0.22
H -1.13725 -5.83358 -2.28517 0.20
H -0.52173 -6.09066 -0.48852 0.21
H 2.20985 2.66036 3.93933 0.17
O -0.19517 3.75631 3.55430 -0.65
C 1.68896 -0.13560 -0.77477 0.30
H -3.10410 0.53052 -0.06115 0.21
C 3.20696 0.35509 -0.43022 0.73
O 0.33579 5.81890 2.75293 -0.50
H -1.04887 7.31565 2.85557 0.19
H -1.99029 2.88163 -1.84893 0.20
C 2.22482 2.88523 2.86962 -0.26
H 3.24572 2.76957 2.50710 0.23
C 0.75484 1.15296 -0.55301 -0.44
C -0.36702 -3.91844 1.34366 -0.62
H -1.55351 2.38540 -0.04862 0.21
H -2.99915 0.26624 -1.95339 0.20
C 0.57841 4.52381 3.03333 0.98
C -0.37317 1.35676 -1.69474 -0.40
C -1.73819 2.03359 -1.11840 -0.41
C 0.04849 -1.70020 0.05071 -0.08
C -0.78385 -3.21181 -2.65156 -0.64
O 1.42351 -1.23959 0.12652 -0.55
H 0.86682 -1.01702 -2.49128 0.33
N 1.75421 -0.57484 -2.21044 -0.85
H -0.45389 -1.35188 1.03394 0.18
O 4.29781 0.02690 -1.20529 -0.81
H 1.34231 2.13709 -0.49282 0.25
H -0.70240 0.38509 -2.20038 0.18
H 1.13783 -3.70568 -0.32388 0.23
C 0.08765 -3.29781 -0.09574 -0.25
H -3.95493 1.65036 -1.22911 0.20
H 0.52051 -4.20157 2.00360 0.22
C -0.96483 6.26255 3.12740 -0.25
H -1.73307 5.70397 2.58781 0.19
```

=====

Record 4
Computed, not measured: 5 unconnected molecules or ions with the total composition C15H30O5 in a non-equilibrium geometry, with ωB97M-V with the def2-TZVPD basis set.

Calculated values
energy relative to the best compared isomer or geometry (same formula, charge and spin)	31.7	kcal/mol
structure (SMILES)	CC(C)=O.CC(C)=O.CC(C)=O.CC(C)=O.CC(C)=O
highest occupied orbital energy	-0.335	hartree

Geometry as XYZ:
```
50
Properties=species:S:1:pos:R:3:nbo_charge:R:1
O 1.47164 -0.66991 0.21264 -0.57
H 0.14322 2.86293 3.17350 0.24
C -1.69176 1.14235 -0.60336 0.61
H -2.58567 -1.36167 3.62074 0.23
C 0.41735 -3.95660 -5.62200 -0.74
C 0.11189 -2.48646 -5.16065 0.61
H -4.03372 -3.52607 0.65994 0.23
C 3.37889 -0.27342 1.52167 -0.72
H 4.38404 0.10206 1.32985 0.22
H -5.18556 -2.44290 0.05807 0.24
H -0.61032 -0.17667 -1.84636 0.26
H 3.48578 2.40935 4.40553 0.21
C -1.36610 0.59685 -1.98258 -0.73
H 2.92766 0.34166 2.30024 0.24
H 3.19452 0.57692 -1.54632 0.26
O -2.73295 0.77443 -0.01442 -0.56
H 1.91404 1.62063 -0.66646 0.24
C 2.84814 1.05991 -0.63262 -0.73
H 0.36545 -4.61330 -4.75359 0.23
C 1.23298 2.84005 3.17196 -0.72
H -1.64014 -2.26434 -3.77482 0.24
C -4.14439 -1.94607 2.04011 0.59
H -0.00655 -4.27383 -6.57478 0.24
H 3.56285 1.78132 -0.23659 0.22
C -0.60776 2.09804 -0.02882 -0.73
H 1.56162 1.80776 3.29221 0.22
C 3.22791 3.43248 4.67902 -0.72
H 3.78757 4.09634 4.02010 0.23
H -2.23488 0.15711 -2.47244 0.23
H 3.54266 3.63900 5.70195 0.24
H 0.11731 1.54001 0.56362 0.24
H -3.52547 -1.93660 -0.01287 0.23
O 1.06993 4.31537 5.00843 -0.53
H -1.64634 -1.17134 -5.11920 0.23
C -1.33771 -2.17240 -4.81798 -0.73
H 1.47863 -3.82537 -5.83311 0.23
H -1.98122 -1.97223 2.15530 0.22
C 1.77928 3.64151 4.32082 0.59
H -1.02725 1.43564 -2.59061 0.22
O 0.87129 -1.59226 -5.26005 -0.53
C 2.52950 -0.03118 0.31334 0.59
H -0.08222 2.56552 -0.86150 0.22
C -4.24830 -2.45837 0.61433 -0.72
H -2.69890 -0.33449 2.25116 0.26
H 3.34695 -1.21556 2.06889 0.25
C -2.80311 -1.37673 2.55276 -0.73
H -1.98992 -2.85623 -5.36121 0.22
O -5.11898 -1.99680 2.79229 -0.55
H -1.03592 2.79178 0.69471 0.24
H 1.58424 3.30163 2.24910 0.23
```